1.
A molecular structure, C21H22N8O3RhSe, computed with the ωB97M-V functional and the def2-TZVPD basis.

For the frontier orbital gap, the calculation gives 7.2 eV. The energy above the lowest of the compared OMol25 structures with the same formula, charge and spin is 106.7 kJ/mol. The LUMO energy is 1.842 eV. For the HOMO energy, the calculation gives -5.39 eV.

```
! RIJCOSX wB97M-V def2-TZVPD def2/J DEFGRID3
* xyz -1 1
Rh -0.34 0.88 0.05
N -1.87 -0.57 0.48
C -2.85 0.05 1.41
C -2.69 1.58 1.49
O -3.66 2.31 1.73
N -1.41 1.93 1.36
C -0.93 3.28 1.56
C -0.07 3.69 0.36
O 0.08 4.85 0.03
O 0.52 2.69 -0.25
H -2.25 -0.67 -0.45
H -1.57 -1.49 0.79
H -2.66 -0.33 2.41
H -3.88 -0.19 1.14
H -0.24 3.28 2.41
H -1.73 3.99 1.75
N 0.62 -0.36 -1.33
C 0.99 -0.64 -2.39
C 1.47 -1.01 -3.63
C 0.83 -0.54 -4.79
N 0.30 -0.15 -5.74
C 2.60 -1.86 -3.72
N 3.52 -2.55 -3.79
C 3.16 -5.37 1.41
C 2.65 -3.96 1.44
C 3.35 -2.93 0.84
C 2.92 -1.60 0.90
C 3.73 -0.55 0.20
C 1.74 -1.31 1.61
Se 1.23 0.53 1.86
C 0.99 -2.34 2.18
C -0.31 -2.10 2.90
C 1.46 -3.65 2.09
H 4.06 -5.45 0.81
H 2.42 -6.06 1.00
H 3.40 -5.72 2.42
H 4.26 -3.15 0.29
H 4.53 -1.01 -0.38
H 4.17 0.15 0.92
H 3.11 0.04 -0.46
H -0.79 -1.19 2.54
H -0.15 -1.96 3.97
H -0.98 -2.95 2.77
H 0.87 -4.45 2.53
N -4.34 3.91 -0.99
C -3.25 3.37 -1.64
C -2.84 2.07 -1.34
N -1.69 1.58 -1.78
C -1.00 2.32 -2.65
C -1.51 3.54 -3.07
N -2.61 4.08 -2.56
H -4.44 3.60 -0.03
H -4.40 4.91 -1.11
H -3.46 1.45 -0.71
H -0.06 1.94 -3.00
H -0.99 4.11 -3.83
*
```

***

2.
2 unconnected molecules or ions with the total composition C20H26N, computed with the ωB97M-V functional and the def2-TZVPD basis.

For the frontier orbital gap, the calculation gives 6.3 eV. The energy above the lowest of the compared OMol25 structures with the same formula, charge and spin is 15.8 kJ/mol. The LUMO energy is -5.187 eV. For the HOMO energy, the calculation gives -11.44 eV.

```
! RIJCOSX wB97M-V def2-TZVPD def2/J DEFGRID3
* xyz 1 1
C 3.05 -0.48 -1.10
N 2.89 -0.52 0.35
C 2.89 -1.91 0.84
C 3.93 0.27 1.02
H 2.98 0.56 -1.44
H 4.02 -0.89 -1.43
H 2.25 -1.07 -1.56
H 2.76 -1.91 1.93
H 2.05 -2.44 0.37
H 3.83 -2.44 0.60
H 3.78 0.21 2.10
H 4.95 -0.07 0.78
H 3.83 1.32 0.71
C 1.28 6.10 -0.66
C 1.04 4.69 -0.24
C 1.77 4.12 0.81
C 1.58 2.80 1.18
C 0.65 1.97 0.49
C 0.45 0.59 0.86
C -0.75 -0.07 0.56
C -1.06 -1.37 0.94
C -2.16 -2.12 0.41
C -2.52 -3.38 0.95
C -3.54 -4.14 0.40
C -4.27 -3.66 -0.71
C -5.34 -4.50 -1.32
C -3.96 -2.40 -1.23
C -2.93 -1.64 -0.69
C -0.10 2.57 -0.56
C 0.08 3.90 -0.90
H 0.64 6.37 -1.51
H 1.09 6.82 0.15
H 2.32 6.25 -0.98
H 2.50 4.74 1.34
H 2.11 2.38 2.03
H 1.15 0.12 1.54
H -1.53 0.50 0.04
H -0.46 -1.85 1.72
H -1.96 -3.76 1.81
H -3.80 -5.12 0.81
H -5.80 -3.98 -2.16
H -4.94 -5.46 -1.69
H -6.12 -4.75 -0.59
H -4.54 -2.02 -2.07
H -2.69 -0.67 -1.13
H -0.84 1.98 -1.10
H -0.51 4.36 -1.70
*
```

***

3.
7 unconnected molecules or ions with the total composition C36H83O26P5, computed with the ωB97M-V functional and the def2-TZVPD basis.

For the frontier orbital gap, the calculation gives 10.8 eV. The energy above the lowest of the compared OMol25 structures with the same formula, charge and spin is 51.8 kJ/mol. As for the SMILES: CCOP(=O)(OCC)OCC.CCOP(=O)(OCC)OCC.CCOP(=O)(OCC)OCC.CCOP(=O)(OCC)OCC.CCOP(=O)(OCC)OCC.O=C1OCCO1.O=C1OCCO1. The LUMO energy is 0.462 eV. For the HOMO energy, the calculation gives -10.30 eV.

```
! RIJCOSX wB97M-V def2-TZVPD def2/J DEFGRID3
* xyz 0 1
C -4.03 9.75 0.90
C -3.63 8.30 0.88
O -2.99 8.01 -0.37
P -2.19 6.67 -0.57
O -2.92 5.46 -0.24
O -1.71 6.82 -2.06
C -1.00 5.75 -2.71
C 0.29 6.24 -3.35
O -0.87 6.93 0.30
C -0.05 8.06 -0.06
C 0.29 8.84 1.18
H -3.18 10.42 1.00
H -4.67 9.99 0.05
H -4.68 9.90 1.77
H -2.93 8.06 1.68
H -4.57 7.74 0.91
H -0.66 5.02 -1.96
H -1.63 5.21 -3.41
H 0.13 6.99 -4.13
H 1.03 6.48 -2.60
H 0.62 5.37 -3.93
H 0.82 7.70 -0.62
H -0.58 8.71 -0.76
H 0.93 9.70 1.05
H -0.65 9.17 1.65
H 0.64 8.20 2.00
C -2.02 -5.50 -2.83
C -1.03 -6.08 -1.82
O -0.48 -7.30 -2.32
P 1.05 -7.63 -2.08
O 1.56 -8.76 -2.84
O 1.80 -6.27 -2.32
C 2.97 -6.20 -3.12
C 4.22 -6.76 -2.43
O 1.22 -7.80 -0.50
C 0.55 -8.91 0.11
C -0.60 -8.46 1.00
H -2.25 -4.46 -2.62
H -1.45 -5.45 -3.77
H -2.95 -6.06 -2.95
H -0.25 -5.32 -1.80
H -1.49 -6.21 -0.85
H 2.90 -6.62 -4.13
H 3.22 -5.15 -3.29
H 4.26 -6.30 -1.44
H 4.26 -7.85 -2.41
H 5.11 -6.40 -2.96
H 0.17 -9.66 -0.58
H 1.29 -9.40 0.75
H -1.34 -7.82 0.52
H -1.16 -9.36 1.29
H -0.20 -8.01 1.91
C 6.53 -1.39 2.33
C 5.55 -1.04 1.24
O 4.36 -1.83 1.44
P 3.98 -2.89 0.32
O 4.06 -2.36 -1.04
O 2.56 -3.33 0.81
C 1.65 -3.97 -0.14
C 0.69 -2.95 -0.65
O 4.94 -4.12 0.61
C 4.56 -5.22 1.47
C 5.77 -5.74 2.15
H 7.54 -1.01 2.16
H 6.25 -0.99 3.31
H 6.69 -2.47 2.45
H 5.27 0.01 1.30
H 5.98 -1.27 0.26
H 2.20 -4.41 -0.96
H 1.18 -4.74 0.46
H 0.12 -2.59 0.22
H 1.14 -2.04 -1.06
H -0.10 -3.34 -1.27
H 3.86 -4.82 2.20
H 4.10 -6.01 0.88
H 5.52 -6.52 2.87
H 6.53 -6.18 1.49
H 6.32 -5.01 2.75
C 2.21 -0.53 2.06
C 1.11 0.49 1.85
O 1.26 1.11 0.56
P 1.59 2.60 0.26
O 1.18 2.98 -1.09
O 0.87 3.34 1.45
C 0.91 4.79 1.39
C 1.91 5.31 2.40
O 3.13 2.86 0.55
C 4.10 1.87 0.16
C 5.28 2.58 -0.46
H 3.20 -0.06 2.01
H 2.14 -1.00 3.04
H 2.23 -1.26 1.24
H 0.14 0.01 1.90
H 1.29 1.25 2.62
H 1.04 5.15 0.38
H -0.08 5.09 1.72
H 1.57 4.94 3.38
H 2.91 4.90 2.28
H 1.89 6.39 2.49
H 4.47 1.42 1.09
H 3.70 1.08 -0.47
H 5.11 2.91 -1.49
H 5.58 3.44 0.14
H 6.15 1.93 -0.62
C -2.46 3.13 2.20
C -3.22 2.02 1.52
O -4.59 2.03 1.90
P -5.20 1.02 2.94
O -4.46 -0.23 3.14
O -5.31 1.85 4.29
C -6.14 3.00 4.40
C -7.33 2.77 5.29
O -6.69 0.88 2.47
C -7.25 -0.43 2.24
C -7.78 -1.00 3.54
H -2.77 4.15 2.00
H -2.49 3.01 3.29
H -1.38 3.07 2.03
H -3.20 2.29 0.46
H -2.69 1.07 1.60
H -5.56 3.88 4.69
H -6.51 3.30 3.41
H -8.02 2.01 4.94
H -6.98 2.36 6.25
H -7.85 3.72 5.43
H -8.07 -0.33 1.53
H -6.46 -1.07 1.83
H -8.08 -2.05 3.47
H -6.98 -0.97 4.28
H -8.64 -0.44 3.91
O -0.65 -1.77 -3.07
C -1.10 -0.74 -2.69
O -0.37 0.21 -2.09
C -1.13 1.39 -1.88
C -2.58 0.89 -2.13
O -2.40 -0.38 -2.76
H -1.02 1.73 -0.84
H -0.78 2.26 -2.42
H -3.05 1.57 -2.84
H -3.11 0.78 -1.19
O 1.84 -6.07 -7.16
C 1.47 -5.07 -6.65
O 1.33 -4.84 -5.33
C 0.54 -3.65 -5.16
C 0.77 -2.89 -6.47
O 1.16 -3.95 -7.37
H -0.51 -3.86 -5.03
H 1.00 -3.15 -4.31
H 1.53 -2.13 -6.34
H -0.16 -2.49 -6.86
*
```

***

4.
A single C4H8O3 molecule, computed with the ωB97M-V functional and the def2-TZVPD basis.

For the frontier orbital gap, the calculation gives 10.1 eV. The energy above the lowest of the compared OMol25 structures with the same formula, charge and spin is 166.2 kJ/mol. As for the SMILES: C[C@@H](O)[C@@H](O)C=O. The LUMO energy is 0.503 eV. For the HOMO energy, the calculation gives -9.65 eV.

```
! RIJCOSX wB97M-V def2-TZVPD def2/J DEFGRID3
* xyz 0 1
C -0.80 0.55 -1.38
C -0.59 -0.41 -0.23
O 0.16 -1.54 -0.71
C 0.15 0.12 1.02
O 0.49 -0.98 1.81
C 1.35 1.04 0.77
O 2.43 0.87 1.26
H -1.20 0.02 -2.24
H -1.52 1.32 -1.07
H 0.13 1.03 -1.69
H -1.56 -0.77 0.14
H -0.40 -2.31 -0.60
H -0.55 0.74 1.61
H 0.77 -1.64 1.16
H 1.14 1.95 0.16
*
```

***

5.
11 unconnected molecules or ions with the total composition C26H58N6O22S5, computed with the ωB97M-V functional and the def2-TZVPD basis.

For the frontier orbital gap, the calculation gives 9.7 eV. The energy above the lowest of the compared OMol25 structures with the same formula, charge and spin is 0.0 kJ/mol. As for the SMILES: C[N+](=O)[O-].C[N+](=O)[O-].C[N+](=O)[O-].C[N+](=O)[O-].C[N+](=O)[O-].C[N+](=O)[O-].O=S1(=O)CCCC1.O=S1(=O)CCCC1.O=S1(=O)CCCC1.O=S1(=O)CCCC1.O=S1(=O)CCCC1. The LUMO energy is -0.155 eV. For the HOMO energy, the calculation gives -9.83 eV.

```
! RIJCOSX wB97M-V def2-TZVPD def2/J DEFGRID3
* xyz 0 1
C 1.03 24.31 23.12
N 1.02 24.61 24.58
O 1.11 25.77 24.88
O 0.90 23.67 25.33
H 0.56 25.10 22.55
H 0.66 23.31 22.96
H 2.08 24.30 22.82
C 0.72 22.34 19.39
N 0.26 21.31 18.41
O -0.16 21.64 17.33
O 0.40 20.15 18.78
H 0.92 23.21 18.78
H 1.54 21.96 19.99
H -0.09 22.54 20.10
C 5.66 21.54 22.00
N 4.24 21.47 21.57
O 3.84 20.42 21.12
O 3.62 22.51 21.59
H 6.34 21.83 21.20
H 5.98 20.53 22.28
H 5.69 22.13 22.91
C 9.30 23.34 21.05
N 8.34 24.32 20.48
O 7.29 23.91 20.05
O 8.69 25.48 20.50
H 8.85 22.36 20.90
H 9.47 23.53 22.10
H 10.24 23.36 20.49
C 3.45 21.69 26.21
N 4.42 22.82 25.94
O 4.79 22.97 24.79
O 4.71 23.54 26.86
H 2.91 22.07 27.07
H 4.03 20.81 26.46
H 2.81 21.67 25.34
C 6.10 18.04 20.58
N 6.64 16.70 20.90
O 7.85 16.59 20.99
O 5.84 15.82 21.08
H 5.43 18.31 21.40
H 5.61 18.09 19.61
H 6.88 18.80 20.58
O 4.24 25.41 21.54
S 4.89 26.57 22.16
O 5.33 27.69 21.35
C 3.85 27.15 23.46
C 4.42 26.56 24.76
C 5.93 26.52 24.62
C 6.28 26.01 23.22
H 2.82 27.02 23.15
H 3.99 28.22 23.62
H 4.14 27.12 25.66
H 4.00 25.57 24.93
H 6.39 25.84 25.34
H 6.39 27.51 24.75
H 6.26 24.92 23.22
H 7.22 26.28 22.75
O -0.75 19.30 22.12
S -0.22 17.97 22.29
O -0.88 16.98 23.12
C 0.11 17.29 20.65
C 1.59 17.49 20.36
C 2.34 17.36 21.68
C 1.54 18.00 22.83
H -0.60 17.69 19.93
H -0.07 16.21 20.73
H 1.94 16.83 19.58
H 1.71 18.54 20.07
H 3.38 17.63 21.53
H 2.36 16.30 21.96
H 1.83 18.94 23.29
H 1.52 17.31 23.67
O 10.00 19.67 21.03
S 9.64 19.26 22.37
O 8.24 19.11 22.68
C 10.41 17.74 22.78
C 10.82 17.97 24.24
C 11.35 19.39 24.44
C 10.41 20.34 23.61
H 11.31 17.71 22.17
H 9.69 16.95 22.59
H 9.98 17.79 24.92
H 11.51 17.17 24.49
H 12.36 19.43 24.04
H 11.53 19.62 25.48
H 11.04 21.05 23.09
H 9.62 20.84 24.16
O 4.92 25.74 16.86
S 4.21 24.47 16.84
O 2.77 24.41 16.65
C 5.10 23.29 15.70
C 5.28 22.01 16.50
C 5.58 22.45 17.95
C 4.62 23.53 18.37
H 6.09 23.76 15.63
H 4.55 23.23 14.77
H 4.39 21.38 16.52
H 6.12 21.41 16.14
H 6.60 22.84 17.90
H 5.60 21.60 18.63
H 4.81 24.22 19.20
H 3.69 23.06 18.70
O 6.76 19.84 25.91
S 5.83 18.92 25.28
O 4.92 19.29 24.21
C 6.71 17.37 24.92
C 6.85 16.76 26.28
C 5.48 16.85 27.00
C 4.86 18.24 26.69
H 7.56 17.48 24.25
H 5.95 16.81 24.36
H 7.31 15.78 26.39
H 7.53 17.43 26.82
H 5.65 16.51 28.02
H 4.77 16.12 26.61
H 4.91 18.97 27.50
H 3.89 18.13 26.22
*
```

***

6.
4 unconnected molecules or ions with the total composition C16H31N3O13P2S4, computed with the ωB97M-V functional and the def2-TZVPD basis.

For the frontier orbital gap, the calculation gives 8.5 eV. As for the SMILES: CCCCCC[C@](C#N)([PH2]=S)[C@H](C#N)P(N)O.O=S1(=O)OCCO1.O=S1(=O)OCCO1.O=S1(=O)OCCO1. The LUMO energy is 0.270 eV. For the HOMO energy, the calculation gives -8.20 eV.

```
! RIJCOSX wB97M-V def2-TZVPD def2/J DEFGRID3
* xyz 0 1
C 3.90 -2.67 2.92
C 4.12 -1.10 2.58
C 3.83 -0.93 0.99
C 2.87 0.34 0.63
C 1.75 -0.01 -0.51
C 0.24 0.02 0.06
C -0.14 -1.19 1.05
C 0.59 -2.57 0.57
N 1.24 -3.48 0.08
P -2.02 -1.58 0.89
S -3.14 0.02 0.93
C 0.31 -0.98 2.59
C 0.14 -2.39 3.37
N 0.13 -3.37 4.09
P -0.74 0.29 3.56
N 0.19 0.53 5.08
O -0.74 1.84 2.83
H 4.32 -2.90 3.96
H 2.79 -3.00 2.84
H 4.51 -3.25 2.13
H 3.47 -0.40 3.24
H 5.22 -0.87 2.86
H 3.45 -1.91 0.51
H 4.87 -0.74 0.50
H 3.58 1.14 0.18
H 2.40 0.84 1.56
H 1.82 0.87 -1.26
H 2.03 -0.95 -1.09
H -0.47 -0.05 -0.87
H 0.06 1.07 0.50
H -2.23 -2.19 -0.41
H -2.33 -2.57 1.87
H 1.41 -0.68 2.71
H 1.01 -0.11 5.02
H 0.63 1.48 5.04
H -1.46 1.94 2.16
O -3.52 1.09 -4.27
S -2.54 0.19 -3.74
O -2.21 0.13 -2.34
O -1.16 0.37 -4.59
C -0.80 -0.88 -5.17
C -2.11 -1.63 -5.38
O -2.90 -1.31 -4.24
H -0.15 -1.41 -4.47
H -0.26 -0.72 -6.11
H -1.96 -2.70 -5.47
H -2.63 -1.26 -6.27
O -4.79 2.92 1.69
S -5.91 2.06 1.97
O -6.53 1.25 0.97
O -7.05 2.94 2.71
C -7.35 2.37 3.99
C -6.06 1.68 4.42
O -5.52 1.11 3.23
H -8.16 1.65 3.86
H -7.66 3.14 4.69
H -6.24 0.91 5.17
H -5.34 2.40 4.81
O 1.73 2.36 -5.15
S 2.48 1.17 -4.87
O 1.94 -0.15 -5.00
O 3.13 1.33 -3.39
C 4.55 1.23 -3.47
C 4.91 1.74 -4.86
O 3.87 1.24 -5.71
H 4.83 0.18 -3.35
H 5.02 1.82 -2.68
H 5.88 1.38 -5.19
H 4.89 2.83 -4.90
*
```

***

7.
A single C3H9NS2 molecule, computed with the ωB97M-V functional and the def2-TZVPD basis.

For the frontier orbital gap, the calculation gives 9.5 eV. The energy above the lowest of the compared OMol25 structures with the same formula, charge and spin is 10.7 kJ/mol. As for the SMILES: C[C@@H](N)CSS. The LUMO energy is 0.756 eV. For the HOMO energy, the calculation gives -8.77 eV.

```
! RIJCOSX wB97M-V def2-TZVPD def2/J DEFGRID3
* xyz 0 1
C -1.86 -1.34 1.76
C -0.55 -0.70 1.29
N 0.65 -1.38 1.83
C -0.43 -0.80 -0.23
S 0.98 0.14 -0.87
S 0.12 1.81 -1.57
H -1.81 -1.65 2.79
H -2.66 -0.62 1.58
H -2.13 -2.17 1.12
H -0.49 0.34 1.58
H 1.01 -1.02 2.70
H 0.48 -2.38 1.89
H -0.29 -1.84 -0.53
H -1.32 -0.38 -0.71
H 0.39 2.65 -0.57
*
```

***

8.
3 unconnected molecules or ions with the total composition C5H6O2S3, computed with the ωB97M-V functional and the def2-TZVPD basis.

For the frontier orbital gap, the calculation gives 8.4 eV. The energy above the lowest of the compared OMol25 structures with the same formula, charge and spin is 0.0 kJ/mol. The LUMO energy is -0.678 eV. For the HOMO energy, the calculation gives -9.04 eV.

```
! RIJCOSX wB97M-V def2-TZVPD def2/J DEFGRID3
* xyz 0 1
C 0.01 0.82 -0.91
C 0.47 -0.31 -0.30
C 1.84 0.33 -2.23
C 0.81 1.19 -2.02
C -0.33 0.19 4.19
O -1.84 -2.45 -0.45
O -1.93 -1.32 -2.60
S 1.86 -0.94 -1.07
S -1.04 0.67 2.83
S -2.11 -1.24 -1.18
H -0.84 1.38 -0.57
H 0.09 -0.79 0.58
H 2.59 0.37 -2.99
H 0.60 2.05 -2.63
H -0.90 0.11 5.12
H 0.72 -0.05 4.24
*
```